C8H22CsN2O2 as an isolated structure in a non-equilibrium geometry, computed with ωB97M-V/def2-TZVPD.

Cartesian coordinates (Å):
Cs 10.663 8.429 1.615
O 11.612 11.252 2.091
O 15.004 8.451 3.881
N 10.395 11.801 4.559
N 16.632 7.312 0.880
C 14.172 7.202 1.130
C 12.831 11.104 1.437
C 15.403 8.434 5.243
C 9.556 13.912 3.711
C 15.485 7.782 1.658
C 15.659 7.447 3.117
C 10.017 12.529 3.316
C 11.168 12.563 2.360
H 9.132 14.488 2.887
H 13.621 11.666 1.956
H 16.523 7.451 -0.115
H 10.560 10.824 4.352
H 14.148 6.109 1.194
H 12.921 11.534 0.427
H 16.829 6.331 1.035
H 10.823 13.023 1.419
H 15.234 6.461 3.349
H 8.774 13.832 4.467
H 14.664 9.011 5.800
H 13.305 7.547 1.715
H 9.567 11.844 5.144
H 16.722 7.432 3.386
H 11.968 13.224 2.715
H 10.379 14.499 4.123
H 13.925 7.405 0.083
H 9.160 12.030 2.834
H 15.430 7.415 5.633
H 15.453 8.865 1.524
H 16.359 8.950 5.356
H 13.120 10.052 1.410

Properties
2S+1 = 1
F_max = 1.92 eV/Å
Kohn-Sham gap = 8.4400 eV
Energy above the lowest of the compared OMol25 structures with the same formula, charge and spin = 17.99 kcal per mole
Total charge = +1

C14H30N3O2PSiSn as an isolated structure in a non-equilibrium geometry, computed with ωB97M-V/def2-TZVPD.

Cartesian coordinates (Å):
Sn 0.120 0.602 0.222
P 0.578 1.341 -2.297
Si -0.080 -1.849 -1.075
O -0.190 -0.835 2.098
O 2.187 -1.175 0.856
N -1.638 -0.479 -0.419
N -0.229 -1.337 4.318
N -0.056 0.881 3.633
C -5.164 -1.176 -1.559
C -3.772 -1.296 -1.380
C 0.904 3.125 -2.322
C -0.852 1.122 -3.401
C -2.975 -0.389 -0.575
C 1.649 -2.727 -1.442
C -5.156 0.788 -0.108
C 4.414 -0.299 0.170
C 3.222 0.586 2.237
C -3.769 0.665 0.051
C -5.871 -0.126 -0.908
C 3.101 -0.310 1.020
C 1.981 0.576 -3.169
C -0.161 -0.428 3.302
H 1.751 3.371 -1.668
H 2.328 -2.155 -2.065
H -0.664 1.677 -4.332
H -0.612 -1.825 -2.445
H -6.974 -0.042 -1.043
H -0.316 -1.009 5.264
H 4.265 0.971 2.223
H 2.125 -2.944 -0.491
H 4.799 0.733 0.068
H 0.091 1.159 4.596
H 1.790 -0.468 -3.451
H 2.604 1.525 2.378
H 5.179 -0.874 0.728
H 1.991 1.344 0.711
H 2.888 0.605 -2.549
H -1.765 1.511 -2.931
H -0.307 -2.300 4.064
H -0.721 -2.994 -0.392
H -5.703 1.621 0.409
H 2.989 -0.010 3.142
H 2.181 1.153 -4.084
H -3.251 -2.131 -1.878
H -3.241 1.379 0.686
H 0.040 3.717 -1.982
H 0.222 1.533 2.914
H -1.024 0.066 -3.638
H 4.190 -0.741 -0.834
H 1.476 -3.680 -1.941
H -5.739 -1.884 -2.191
H 1.145 3.424 -3.353

Properties
2S+1 = 1
F_max = 4.49 eV/Å
Kohn-Sham gap (spin up / spin down) = 5.1609 / 4.6021 eV

One molecule with the formula C4H2FNO in a non-equilibrium geometry, computed with ωB97M-V/def2-TZVPD.

Cartesian coordinates (Å):
F 0.560 2.149 -0.983
O -0.754 -2.523 -0.062
N 0.924 0.324 2.252
C 0.535 0.199 1.201
C -0.903 -1.286 -0.512
C 0.028 0.894 -1.127
C -0.204 -0.004 -0.054
H -1.665 -1.097 -1.467
H -0.551 0.848 -2.007

Properties
2S+1 = 1
SMILES = N#C/C(C=O)=C\F
F_max = 7.91 eV/Å
Kohn-Sham gap = 9.5935 eV
Energy above the lowest of the compared OMol25 structures with the same formula, charge and spin = 34.59 kcal per mole

One molecule with the formula C7H12ClF5NO3PSSi in a non-equilibrium geometry, computed with ωB97M-V/def2-TZVPD.

Cartesian coordinates (Å):
Cl -1.713 -1.527 -3.504
S 0.119 -2.129 0.160
P 1.253 1.250 -0.516
Si -0.520 -0.004 -0.008
F 0.820 -1.927 3.058
F 2.175 -3.563 0.745
F 2.661 -1.495 0.165
F 2.418 -0.601 2.495
F 2.854 -2.658 3.019
O 0.311 -2.645 -1.175
O -0.813 -2.766 1.054
O -3.152 -1.915 -1.395
N -1.866 1.868 1.389
C -2.380 -1.179 -1.903
C 1.840 -2.269 0.906
C 0.649 2.973 -0.442
C 1.468 0.963 -2.317
C -1.885 0.103 -1.327
C -1.220 0.572 1.647
C 1.987 -1.862 2.414
H -2.853 1.755 1.212
H 2.273 1.609 -2.668
H -1.521 0.755 -2.120
H -0.246 3.177 -1.030
H -1.752 2.508 2.160
H 1.754 -0.080 -2.459
H -1.929 -0.178 2.009
H -2.752 0.588 -0.871
H 0.561 1.160 -2.890
H 1.454 3.622 -0.787
H -0.423 0.668 2.384
H 0.431 3.228 0.594

Properties
2S+1 = 1
SMILES = CP(C)[Si@@](CN)(CC(=O)Cl)S(=O)(=O)C(F)(F)C(F)(F)F
F_max = 1.32 eV/Å
Kohn-Sham gap = 9.1999 eV